(1)
{
  "formula": "C6H24O6",
  "method": "ωB97M-V/def2-TZVPD",
  "smiles": "CO.CO.CO.CO.CO.CO",
  "homo_ev": -9.52,
  "total_energy_ha": -694.29541,
  "fmax_ev_per_a": 2.16,
  "spin_multiplicity": 1,
  "symbols": ["C", "O", "H", "H", "H", "H", "C", "O", "H", "H", "H", "H", "C", "O", "H", "H", "H", "H", "C", "O", "H", "H", "H", "H", "C", "O", "H", "H", "H", "H", "C", "O", "H", "H", "H", "H"],
  "coordinates": [[-0.5583, 0.6532, -0.3373], [-0.1100, -0.5665, 0.1809], [0.3453, 1.1849, -0.6358], [-1.0317, 0.4478, -1.2974], [-1.0464, 1.3192, 0.3743], [0.0603, -1.1623, -0.5524], [2.0286, 0.4168, 2.9776], [0.7265, -0.0298, 2.8101], [2.3849, 0.2379, 3.9921], [2.6811, -0.0485, 2.2389], [2.1392, 1.4936, 2.8497], [0.4597, -0.0046, 1.8883], [-3.5931, -1.1093, -0.1950], [-3.6053, -1.8675, 0.9679], [-3.8732, -0.0711, -0.0171], [-2.5919, -1.1354, -0.6253], [-4.2481, -1.5219, -0.9623], [-3.3520, -2.7885, 0.8727], [3.2514, -0.2900, -2.5301], [4.1705, -1.3403, -2.7250], [3.6824, 0.5776, -2.0306], [2.9473, 0.0739, -3.5115], [2.3531, -0.5505, -1.9703], [3.7839, -1.8885, -3.4118], [-0.4752, -1.9429, -3.2962], [0.1863, -2.0522, -2.0442], [0.1001, -1.3383, -3.9974], [-0.7120, -2.9175, -3.7231], [-1.4638, -1.4862, -3.2498], [0.4466, -2.9619, -1.8821], [-0.7589, 3.0766, 3.3560], [-1.5611, 4.1922, 3.5354], [0.2708, 3.3441, 3.5936], [-1.0279, 2.2928, 4.0641], [-0.7388, 2.8302, 2.2944], [-1.2703, 4.9330, 2.9985]],
  "atomic_forces_ev_per_a": [[1.7, 0.3, -1.3], [-0.4, -0.2, 1.6], [0.2, 0.6, -0.1], [-0.9, 0.5, 0.2], [-0.6, -0.6, 0.0], [0.0, -0.1, -0.3], [0.6, 0.4, -0.4], [-0.8, 0.0, 0.9], [-0.1, -0.4, 0.0], [0.4, -0.2, 0.2], [-0.1, 0.4, -0.2], [0.2, -0.3, -0.3], [0.6, -0.6, -1.2], [-0.6, 0.1, 1.6], [0.0, -0.2, 0.4], [0.2, 0.3, -0.1], [-0.4, 0.0, -0.1], [0.1, 0.2, -0.5], [-0.5, 0.8, -0.5], [0.1, -0.1, 0.4], [0.5, -0.3, 0.1], [-0.3, 0.2, -0.1], [0.0, -0.4, 0.1], [0.2, -0.2, 0.0], [-0.5, -0.2, -0.6], [-0.2, 0.0, -0.1], [0.2, -0.2, 0.0], [0.5, -0.1, -0.1], [0.0, 0.3, 0.7], [0.0, 0.0, -0.1], [1.5, 0.3, -0.3], [-1.4, 1.0, 0.7], [0.4, -0.2, 0.1], [-0.4, -0.1, -0.6], [-0.2, -0.9, 0.1], [0.2, -0.2, 0.0]]
}

=====

(2)
{
  "formula": "C20H25N7",
  "method": "ωB97M-V/def2-TZVPD",
  "smiles": "c1ccncc1.c1ccncc1.CC#N.CC#N.CC#N.CC#N.CC#N",
  "homo_ev": -9.53,
  "total_energy_ha": -1160.31445,
  "fmax_ev_per_a": 2.19,
  "spin_multiplicity": 1,
  "symbols": ["C", "C", "N", "H", "H", "H", "C", "C", "N", "H", "H", "H", "C", "C", "N", "H", "H", "H", "C", "C", "N", "H", "H", "H", "C", "C", "N", "H", "H", "H", "N", "C", "C", "C", "C", "C", "H", "H", "H", "H", "H", "N", "C", "C", "C", "C", "C", "H", "H", "H", "H", "H"],
  "coordinates": [[-2.6948, 1.2902, 3.3348], [-2.4101, 0.8653, 4.7280], [-2.1020, 0.7026, 5.8242], [-3.4387, 2.1287, 3.3462], [-3.1445, 0.4352, 2.7905], [-1.7748, 1.5710, 2.8843], [0.3743, -2.7468, 0.7351], [1.0624, -2.6417, -0.5511], [1.4598, -2.5891, -1.6236], [0.7796, -2.1188, 1.5437], [0.3688, -3.7550, 1.1032], [-0.6775, -2.4859, 0.5657], [-1.3325, 0.9183, -5.4584], [-0.6389, 2.2256, -5.6601], [-0.1155, 3.2382, -5.8135], [-0.7872, 0.2377, -4.8239], [-1.5160, 0.4014, -6.4461], [-2.3014, 0.9775, -4.9941], [1.7785, 0.8172, 5.0344], [2.3704, -0.2550, 4.3020], [2.8354, -1.1297, 3.7479], [2.5291, 1.2720, 5.7483], [0.9668, 0.4570, 5.6660], [1.3857, 1.5566, 4.3181], [0.1233, 1.2694, -1.6274], [-0.0711, 0.9854, -0.1550], [-0.1439, 0.8939, 1.0058], [-0.6621, 0.7953, -2.1888], [1.0117, 0.8153, -2.0277], [0.1742, 2.3072, -1.8806], [-2.4506, -1.4059, -3.4258], [-3.7812, -1.2554, -3.3170], [-4.5520, -2.1046, -2.5536], [-3.9720, -3.0879, -1.7973], [-2.6321, -3.3098, -1.9379], [-1.9203, -2.4087, -2.7183], [-4.2358, -0.3392, -3.7578], [-5.5954, -1.9352, -2.4800], [-4.4773, -3.7263, -1.1140], [-2.1377, -4.0519, -1.3759], [-0.8915, -2.5347, -2.8881], [3.1590, 1.9317, -0.0836], [3.2370, 2.8546, 0.8999], [3.9398, 2.5901, 2.0659], [4.5957, 1.3902, 2.2353], [4.4399, 0.4476, 1.2425], [3.6877, 0.7313, 0.0952], [2.6844, 3.7791, 0.7570], [4.1316, 3.3747, 2.8146], [5.1019, 1.2444, 3.2075], [4.7429, -0.6014, 1.3722], [3.5171, -0.0216, -0.6687]],
  "atomic_forces_ev_per_a": [[-1.7, -0.7, 0.9], [0.1, 0.8, -0.3], [-0.1, -0.3, -0.3], [0.8, -0.7, 0.0], [0.3, 0.6, 0.2], [0.7, 0.3, -0.6], [-0.4, 0.5, 0.3], [-0.4, -0.1, 0.6], [0.3, 0.1, -0.3], [0.0, 0.0, -0.6], [0.2, -0.6, 0.0], [0.2, 0.2, 0.1], [0.2, -0.2, -1.5], [-0.6, -0.8, 0.2], [-0.1, -0.3, 0.1], [0.5, 0.0, 0.1], [0.4, 0.7, 1.0], [-0.3, 0.6, 0.2], [0.1, 1.4, 1.1], [-0.3, 0.3, 0.5], [0.7, -1.3, -0.9], [-0.7, -0.3, -1.0], [-0.1, -0.1, -0.2], [0.2, -0.1, 0.5], [-0.3, -1.1, 1.0], [0.6, 0.7, 0.6], [-0.1, -0.1, -2.2], [-0.7, -0.1, -0.1], [0.7, -0.3, 0.4], [-0.1, 0.7, 0.3], [-0.7, 0.1, 0.5], [0.4, 0.7, 0.0], [-0.5, 0.5, 0.2], [0.4, -0.6, -0.2], [0.4, 1.4, -0.3], [-0.6, -0.2, -0.9], [0.4, -0.9, 0.0], [-0.9, 0.2, 0.0], [-0.9, -0.2, 0.3], [0.6, -0.8, 0.4], [1.4, -0.2, 0.1], [-1.0, 0.8, 0.0], [0.2, -1.2, -0.4], [0.6, 1.5, 0.3], [-0.2, -0.1, 0.5], [-0.3, -1.8, -0.2], [0.7, 0.7, 1.0], [0.2, 0.0, -0.1], [-0.6, -0.3, -0.4], [-0.1, -0.3, -0.9], [0.2, 0.6, 0.0], [0.1, 0.1, 0.0]]
}

=====

(3)
{
  "formula": "C5H14",
  "method": "ωB97M-V/def2-TZVPD",
  "smiles": "CCC.CC",
  "homo_ev": -10.93,
  "total_energy_ha": -198.83174,
  "fmax_ev_per_a": 4.74,
  "spin_multiplicity": 1,
  "symbols": ["C", "C", "C", "H", "H", "H", "H", "H", "H", "H", "H", "C", "C", "H", "H", "H", "H", "H", "H"],
  "coordinates": [[-2.1491, -1.2121, 0.7358], [-1.1863, -2.3482, 1.0578], [-1.8032, -0.2684, -0.5016], [-3.1118, -1.6015, 0.6048], [-2.4179, -0.4728, 1.5967], [-0.4869, -2.0575, 1.7703], [-1.9798, 0.7053, -0.3512], [-0.6634, -2.5897, 0.1458], [-1.7069, -3.2732, 1.3344], [-0.7163, -0.1883, -0.7198], [-2.3844, -0.6783, -1.3638], [2.0787, 1.2019, -0.8946], [2.6195, 2.3086, -0.1139], [0.9848, 1.1236, -0.9614], [2.6238, 1.0580, -1.8553], [2.1292, 0.1554, -0.4729], [3.6452, 2.3526, 0.0761], [1.9245, 2.6677, 0.6773], [2.6004, 3.1170, -0.7646]],
  "atomic_forces_ev_per_a": [[0.1, 3.2, 1.0], [-1.3, -0.1, -1.4], [1.0, -4.6, -0.3], [-1.4, -0.8, -0.8], [1.2, -1.4, -0.8], [1.3, 0.3, 1.4], [-1.6, 3.6, 0.8], [0.4, -0.1, -0.3], [0.1, 0.4, 0.3], [-0.5, -0.9, -0.1], [0.8, 0.7, 0.3], [-0.3, -4.2, -0.7], [-2.0, 1.3, 0.9], [0.2, 1.2, -0.8], [-0.9, 0.4, 0.3], [0.9, 0.9, 0.3], [1.6, -0.9, 1.2], [1.0, -0.6, 0.1], [-0.4, 2.0, -1.5]]
}

=====

(4)
{
  "formula": "C21H61N3O11",
  "method": "ωB97M-V/def2-TZVPD",
  "smiles": "COCCNCCOC.COCCNCCOC.COCCNCCOC.CO.CO.CO.O.O",
  "homo_ev": -8.39,
  "total_energy_ha": -1828.35107,
  "fmax_ev_per_a": 4.22,
  "spin_multiplicity": 1,
  "symbols": ["C", "O", "C", "C", "N", "C", "C", "O", "C", "H", "H", "H", "H", "H", "H", "H", "H", "H", "H", "H", "H", "H", "H", "H", "C", "O", "C", "C", "N", "C", "C", "O", "C", "H", "H", "H", "H", "H", "H", "H", "H", "H", "H", "H", "H", "H", "H", "H", "C", "O", "C", "C", "N", "C", "C", "O", "C", "H", "H", "H", "H", "H", "H", "H", "H", "H", "H", "H", "H", "H", "H", "H", "C", "O", "H", "H", "H", "H", "C", "O", "H", "H", "H", "H", "C", "O", "H", "H", "H", "H", "O", "H", "H", "O", "H", "H"],
  "coordinates": [[4.5458, -1.5497, 2.6203], [4.2519, -1.2809, 1.2588], [3.3610, -2.3070, 0.7793], [3.1589, -1.8372, -0.7740], [2.2983, -0.6350, -0.8627], [2.1778, -0.0935, -2.2408], [1.5263, -1.1032, -3.1999], [0.9869, -0.4164, -4.3307], [0.4833, -1.3121, -5.3086], [5.2761, -2.3497, 2.7420], [3.6687, -1.6123, 3.2644], [5.0979, -0.6360, 2.8405], [2.4315, -2.1278, 1.3196], [3.8252, -3.2827, 0.9227], [2.5993, -2.6802, -1.1794], [4.0943, -1.5940, -1.2778], [2.5474, 0.0614, -0.1749], [3.2013, 0.1154, -2.5519], [1.6331, 0.8490, -2.1852], [0.7252, -1.6544, -2.7074], [2.3560, -1.7739, -3.4232], [-0.2329, -0.7496, -5.9076], [-0.0721, -2.1896, -4.9776], [1.2629, -1.6313, -6.0003], [-6.1747, -2.5712, 0.2254], [-6.3946, -2.1303, 1.5452], [-7.7638, -1.7118, 1.6488], [-8.0548, -0.3304, 0.9573], [-6.9263, 0.6017, 0.8633], [-6.6764, 1.2280, 2.1009], [-5.1432, 1.3864, 2.4155], [-4.4071, 0.2682, 2.0007], [-3.0386, 0.2639, 2.4339], [-5.1122, -2.5782, -0.0179], [-6.7281, -1.9603, -0.4878], [-6.6237, -3.5505, 0.0597], [-8.1286, -1.7392, 2.6755], [-8.4426, -2.4200, 1.1736], [-8.9196, 0.1524, 1.4126], [-8.3106, -0.4285, -0.0977], [-6.0984, 0.1700, 0.4782], [-6.9634, 0.5954, 2.9409], [-7.2284, 2.1679, 2.0968], [-5.1868, 1.5695, 3.4892], [-4.7892, 2.3085, 1.9546], [-2.5321, -0.5727, 1.9525], [-2.8133, 0.0375, 3.4761], [-2.5490, 1.2181, 2.2397], [2.5511, 1.5391, 2.5624], [2.9305, 1.4563, 1.1466], [3.7132, 2.5659, 0.6987], [4.5604, 2.1077, -0.5440], [5.4695, 0.9637, -0.2450], [6.5955, 1.2805, 0.6611], [7.7456, 0.2191, 0.6916], [7.4665, -0.8763, 1.6196], [8.5200, -1.8209, 1.6207], [3.4401, 1.7023, 3.1716], [2.0230, 0.6212, 2.8207], [1.8977, 2.4104, 2.6052], [4.4210, 2.9795, 1.4171], [3.0730, 3.4052, 0.4268], [5.0740, 2.9303, -1.0417], [3.8379, 1.8601, -1.3218], [4.9429, 0.1922, 0.1389], [6.3056, 1.4131, 1.7035], [6.9732, 2.1922, 0.1982], [8.6377, 0.6852, 1.1099], [7.8233, -0.0801, -0.3536], [8.4084, -2.6657, 2.3003], [9.4067, -1.3021, 1.9851], [8.7300, -2.2015, 0.6212], [-0.9412, 1.5939, -0.7834], [-0.3141, 1.8416, 0.4671], [-1.8600, 2.1786, -0.8279], [-0.3708, 1.9826, -1.6269], [-1.0907, 0.5320, -0.9789], [0.3965, 1.2039, 0.5669], [-5.6420, 2.2003, -2.5126], [-4.6013, 1.1939, -2.6643], [-6.3583, 1.8734, -1.7588], [-5.4219, 3.2221, -2.2032], [-6.1198, 2.4242, -3.4664], [-4.4125, 0.9597, -1.7527], [-2.1601, -1.8306, -2.6832], [-2.3212, -2.5217, -1.4977], [-1.2474, -1.2474, -2.5612], [-2.1709, -2.4194, -3.6004], [-2.9434, -1.0778, -2.7712], [-1.5986, -2.2581, -0.9234], [-0.0680, -1.8708, -0.1229], [0.7512, -1.5687, -0.5151], [0.0046, -1.6292, 0.8005], [-0.7057, 4.7157, 0.7256], [-0.9878, 4.9700, -0.1530], [-0.5621, 3.7711, 0.6675]],
  "atomic_forces_ev_per_a": [[1.3, 2.0, -0.5], [-0.7, -1.8, 0.6], [0.8, 3.3, -2.6], [-1.0, -0.5, 2.1], [-0.8, -1.1, -0.2], [0.3, -0.2, 1.0], [0.3, 1.0, 0.3], [0.2, -0.9, 0.6], [-0.3, 0.6, -0.9], [-0.4, -0.4, 0.0], [-0.1, -0.3, -0.1], [0.1, -0.1, 0.9], [-0.3, -0.7, -0.1], [-0.3, -0.2, -0.2], [0.3, 0.0, -0.7], [0.4, -0.7, 0.1], [0.3, 0.2, -0.1], [0.1, 0.2, -0.6], [-0.1, -0.1, -0.1], [0.0, -0.2, 0.1], [-0.3, -0.5, -0.7], [0.0, 0.2, 0.0], [0.2, 0.0, 0.7], [0.3, -0.2, 0.1], [-0.2, -0.2, -0.5], [-1.3, 0.4, 0.2], [-0.2, 0.5, -0.2], [1.0, -0.1, -1.1], [-0.9, -0.5, -0.6], [2.0, -0.4, 0.9], [-1.5, 1.2, -0.2], [0.6, -0.2, 0.7], [0.0, -0.1, -0.2], [-0.1, 0.0, 0.2], [0.3, 0.5, -0.2], [0.2, -0.5, 0.2], [0.8, 0.3, 0.3], [0.1, -0.4, -0.4], [0.1, 0.1, 0.2], [-0.4, -0.7, 0.0], [-0.1, -0.4, 0.2], [-0.7, -0.1, 0.1], [0.3, 0.3, 0.7], [0.8, -0.2, 0.3], [0.5, 0.1, -0.2], [-0.1, 0.3, -0.7], [-1.0, 0.2, 0.6], [0.1, 0.0, -0.4], [0.2, 0.7, -1.9], [0.4, 0.2, 1.0], [0.7, 0.0, -1.2], [-0.6, -0.8, 1.0], [0.0, 0.5, -0.2], [-0.1, -0.8, -0.5], [-1.3, 0.2, 0.7], [-0.6, 0.2, -1.0], [0.7, 0.7, -0.1], [0.0, -0.2, 0.1], [0.1, 0.1, 0.0], [-0.2, -0.1, 0.6], [-0.1, -0.4, 0.7], [-0.3, 0.0, -0.1], [0.5, 0.2, 0.6], [0.0, -0.7, 0.0], [-0.2, 0.0, 0.1], [-0.2, 0.5, 0.2], [0.5, 0.2, 0.6], [0.3, 0.2, -0.5], [0.5, -0.6, 0.1], [-0.8, 0.2, 0.0], [0.5, 0.0, -0.1], [-0.1, -0.1, -0.1], [0.0, 0.3, -0.6], [-0.2, -0.1, 0.0], [-0.2, -0.4, 0.3], [0.5, 0.0, 0.0], [-0.3, 0.0, 0.2], [0.3, 0.1, 0.0], [-0.5, -0.1, -0.2], [-0.8, 1.6, 0.3], [-0.3, -0.2, -0.3], [1.4, 0.0, 0.4], [-0.1, -0.8, -0.1], [0.3, -0.3, 0.0], [0.0, 1.6, 0.0], [-0.8, -1.3, 0.5], [0.3, 0.1, -0.8], [0.2, -0.4, 0.2], [-0.3, 0.1, -0.3], [0.3, -0.2, 0.3], [-1.1, -0.6, 0.4], [1.1, 0.8, -0.3], [-0.1, 0.0, 0.2], [-0.1, 0.5, 0.1], [-0.1, 0.1, -0.2], [0.2, -0.6, 0.1]]
}

=====

(5)
{
  "formula": "C5H6O",
  "method": "ωB97M-V/def2-TZVPD",
  "homo_ev": -8.44,
  "total_energy_ha": -269.16742,
  "fmax_ev_per_a": 2.76,
  "spin_multiplicity": 1,
  "symbols": ["C", "C", "C", "C", "C", "O", "H", "H", "H", "H", "H", "H"],
  "coordinates": [[-1.3985, 1.0304, -0.0247], [0.5951, -0.3308, 0.7409], [-2.3860, 0.1820, 0.1157], [0.1114, 0.7464, -0.0582], [1.6354, -1.1611, 0.1202], [-3.3600, -0.4520, 0.1019], [-1.7345, 2.1395, -0.2654], [0.2676, 0.8744, -1.0882], [0.5999, 1.6262, 0.4462], [1.1675, -2.1377, -0.2218], [2.2781, -1.6251, 0.8421], [2.2241, -0.8922, -0.7087]],
  "atomic_forces_ev_per_a": [[-0.1, 2.4, 0.2], [0.3, -1.4, 0.2], [-0.4, 0.5, -0.6], [-2.0, 1.8, 0.7], [-0.7, -1.7, 0.6], [0.3, -0.3, 0.4], [0.5, -2.6, 0.6], [1.4, -0.4, -1.8], [-0.1, -0.6, -0.1], [-0.4, 1.1, 0.3], [0.6, 0.0, 0.8], [0.6, 1.1, -1.4]]
}

=====

(6)
{
  "formula": "C6H8Cl2IN2",
  "method": "ωB97M-V/def2-TZVPD",
  "smiles": "C/C=C(/I)[C@@H](Cl)/[NH+]=C\\N=C/Cl",
  "homo_ev": -12.76,
  "total_charge": 1,
  "total_energy_ha": -1560.66997,
  "fmax_ev_per_a": 6.71,
  "spin_multiplicity": 1,
  "symbols": ["C", "C", "C", "C", "C", "C", "N", "N", "Cl", "Cl", "I", "H", "H", "H", "H", "H", "H", "H", "H"],
  "coordinates": [[-0.4352, -2.2915, -0.7747], [0.5239, -1.1710, 1.2483], [1.5202, 0.4783, -0.2277], [0.2673, 0.6909, -1.0078], [-1.4275, 1.5224, 0.6766], [-0.9047, 1.0466, -0.6642], [0.1835, -1.9192, 0.2849], [1.2547, -0.0740, 1.0976], [2.3116, 2.0809, 0.1122], [-2.0237, -2.0971, -1.1541], [0.6817, 0.4199, -3.1332], [-0.0755, -3.1440, -1.3350], [0.3795, -1.4568, 2.3131], [2.2779, -0.1470, -0.7194], [-2.4886, 1.2015, 0.9111], [-1.3350, 2.6257, 0.5382], [-0.8602, 1.0395, 1.4625], [-1.8484, 1.2110, -1.4010], [1.9984, -0.0160, 1.7726]],
  "atomic_forces_ev_per_a": [[1.2, -1.5, 2.3], [1.0, 0.4, 1.6], [0.6, 0.8, 0.8], [3.1, -1.2, -2.9], [-0.3, -0.7, -0.2], [-6.5, 1.7, 0.0], [-1.8, -0.8, -2.7], [-0.3, -0.5, -0.2], [-0.1, -0.5, -0.3], [-1.2, 1.1, -0.2], [-0.2, 0.0, 0.9], [0.9, 0.2, -0.2], [0.0, -0.3, -0.9], [-0.4, 0.3, -0.2], [1.0, 0.6, -0.8], [-0.2, -0.7, 1.0], [0.3, 1.0, 0.5], [2.9, -0.6, 1.0], [0.0, 0.8, 0.5]]
}